ORCA calculation (the ωB97M-V functional and the def2-TZVPD basis) on a cluster of 3 separate species, C20H52N4O2P2 in total.

```
! RIJCOSX wB97M-V def2-TZVPD def2/J DEFGRID3
* xyz 0 1
C 4.92484 1.71982 -0.64768
C 5.38665 0.47152 -1.37638
O 4.83800 0.51322 -2.68603
C 5.31608 -0.46676 -3.56030
C 4.73033 -1.86730 -3.25803
O 3.66160 -1.72721 -2.35890
C 2.58754 -2.63742 -2.45441
P 1.02208 -1.79929 -3.01525
C 1.62696 -0.12115 -3.44807
C 0.64898 0.70854 -4.29037
C -0.04984 1.81743 -3.53000
N -0.77475 1.32129 -2.35157
P 0.08468 -1.70195 -1.02899
N 0.94851 -2.33220 0.14892
H 4.72102 1.50124 0.39620
H 5.64439 2.53057 -0.72479
H 4.00168 2.04183 -1.12508
H 6.47473 0.39192 -1.43197
H 4.98578 -0.40652 -0.86818
H 6.40840 -0.50903 -3.54665
H 5.00352 -0.14898 -4.55257
H 5.49029 -2.52868 -2.83282
H 4.40413 -2.32192 -4.19757
H 2.80845 -3.46121 -3.13272
H 2.40170 -3.04857 -1.46093
H 2.00160 0.43766 -2.59337
H 2.50648 -0.32947 -4.05554
H 1.22519 1.18524 -5.08660
H -0.07852 0.06405 -4.78287
H -0.74285 2.32212 -4.20421
H 0.68527 2.55942 -3.21818
H -1.77300 1.41413 -2.44744
H -0.49122 1.79041 -1.50684
H -0.26046 -0.37182 -0.77325
H -1.14423 -2.36374 -1.19568
H 0.46443 -3.12793 0.54669
C -6.88163 -2.09549 2.80745
C -5.64550 -1.36265 2.30871
N -4.73234 -2.22388 1.58145
C -3.42123 -1.63908 1.37500
C -3.31907 -0.38233 0.50125
C -5.30436 -2.93093 0.44932
C -5.96722 -2.10076 -0.65814
H -6.59917 -2.98114 3.37749
H -7.46246 -1.44004 3.45711
H -7.53432 -2.40566 1.99081
H -5.09898 -0.97195 3.17114
H -5.96531 -0.48480 1.72333
H -2.76775 -2.41418 0.96410
H -3.01170 -1.40439 2.36215
H -3.46376 -0.60621 -0.55599
H -2.32223 0.05318 0.60714
H -4.04172 0.38031 0.79351
H -6.04367 -3.63821 0.83296
H -4.51453 -3.54927 0.01588
H -6.65049 -1.35408 -0.25115
H -6.55105 -2.75627 -1.30690
H -5.23983 -1.58751 -1.28551
C 1.83990 4.45148 2.63476
C 1.26352 3.18257 2.02506
N 1.78980 1.97422 2.62894
C 1.50660 0.77251 1.86604
C 0.04476 0.33895 1.70034
C 1.63140 1.87177 4.06866
C 0.21207 1.96795 4.64377
H 2.93000 4.42017 2.62663
H 1.51712 5.31900 2.05796
H 1.50766 4.60198 3.66237
H 1.53120 3.15243 0.96469
H 0.16270 3.23830 2.06390
H 2.06966 -0.05391 2.30559
H 1.93478 0.91809 0.86810
H -0.36916 -0.07172 2.62035
H -0.01309 -0.44793 0.94529
H -0.59220 1.16537 1.37683
H 2.24026 2.65261 4.53149
H 2.08652 0.92942 4.38165
H -0.33765 2.81383 4.22827
H 0.26442 2.11365 5.72434
H -0.37042 1.06540 4.46530
*
```

Summary:
Orbital gap ... 8.588 eV
HOMO energy ... -7.91 eV
LUMO level ... 0.7 eV

=====

ORCA calculation (the ωB97M-V functional and the def2-TZVPD basis) on a structure of composition C20H53As3CaGeN2Se.

```
! RIJCOSX wB97M-V def2-TZVPD def2/J DEFGRID3
* xyz 2 1
Ca -0.43982 0.02365 0.46210
C -1.06392 -2.55054 -3.09549
As -1.80620 -1.72198 -1.50064
C -2.59735 -3.26639 -0.61358
C -3.37126 -0.85204 -2.31823
C -4.24052 0.15897 -1.55074
C -5.58871 0.20664 -2.31074
C -3.69176 1.59304 -1.59807
As -1.79410 2.02504 -1.28422
C -1.08858 1.94579 -3.09647
C -1.94399 3.94783 -1.03261
C -4.58505 -0.30853 -0.13098
As -3.34266 -0.08151 1.38282
C -4.22889 -1.21142 2.68873
C -3.86771 1.68248 2.03558
H -1.82225 -3.16164 -3.59039
H -0.21533 -3.18381 -2.83152
H -0.73334 -1.77466 -3.79034
H -3.47017 -3.61376 -1.16900
H -2.88518 -3.03113 0.41152
H -1.85008 -4.06044 -0.59032
H -4.00310 -1.69433 -2.62733
H -3.01182 -0.39426 -3.24682
H -5.42888 0.41362 -3.36902
H -6.23203 0.98753 -1.90755
H -6.11457 -0.74436 -2.22789
H -4.26082 2.21879 -0.90034
H -3.88865 2.00626 -2.59457
H -1.72637 2.53735 -3.75641
H -1.05902 0.91570 -3.45093
H -0.07404 2.33844 -3.10012
H -2.59365 4.36961 -1.80362
H -0.95439 4.39856 -1.10956
H -2.35816 4.16420 -0.04845
H -4.83971 -1.37302 -0.15270
H -5.49288 0.20977 0.20336
H -4.02168 -2.26263 2.49362
H -5.30683 -1.04172 2.64675
H -3.85845 -0.95733 3.68047
H -3.43551 2.47011 1.41725
H -3.51634 1.81248 3.05988
H -4.95561 1.77091 2.02097
C 3.82759 1.10186 -2.00023
C 2.85852 0.08866 -2.59583
C 3.50751 -1.28851 -2.71676
C 2.37050 0.55820 -3.96234
N 1.63332 0.04830 -1.73795
N 1.83198 -0.41670 -0.39440
H 4.64651 1.28617 -2.69289
H 4.28460 0.74224 -1.07654
H 3.33359 2.05455 -1.80759
H 4.36541 -1.24159 -3.38551
H 2.81477 -2.02426 -3.12920
H 3.89030 -1.65662 -1.76336
H 3.18860 0.57458 -4.67961
H 1.94992 1.55964 -3.90142
H 1.60968 -0.11672 -4.35936
H 0.98274 -0.61072 -2.16406
H 2.45628 0.24824 0.05812
H 2.31623 -1.31694 -0.35737
C -1.80687 -1.25920 6.25527
Ge -0.30282 -0.01950 6.22475
C -0.64798 1.56083 7.31191
C 1.36429 -0.90914 6.70506
C -0.13159 0.65077 4.34632
Se 0.63874 -0.65908 3.09651
C 2.50920 -0.16044 3.28987
H -1.85399 -1.78758 7.20437
H -1.72038 -2.01330 5.47105
H -2.74812 -0.72358 6.13231
H -0.78968 1.29305 8.35651
H -1.54815 2.07668 6.97992
H 0.18406 2.26124 7.26034
H 1.26121 -1.38940 7.67660
H 2.18879 -0.20120 6.77986
H 1.62701 -1.68705 5.98882
H 0.50746 1.53305 4.29165
H -1.10290 0.93712 3.93337
H 2.77980 -0.26450 4.33805
H 2.66937 0.86230 2.95644
H 3.10036 -0.85989 2.70236
*
```

Summary:
Orbital gap ... 8.870 eV
HOMO energy ... -14.12 eV
LUMO level ... -5.3 eV

=====

ORCA calculation (the ωB97M-V functional and the def2-TZVPD basis) on a cluster of 5 separate species, C20H53BClFO9P in total.

```
! RIJCOSX wB97M-V def2-TZVPD def2/J DEFGRID3
* xyz -1 1
C -0.18781 0.24653 -1.28335
B -0.53484 1.57059 -0.43173
O -0.30026 1.59365 0.98320
P -1.31189 3.08571 -1.40379
Cl -1.29691 4.36831 0.38431
C -3.09591 2.39046 -0.97370
C -3.62539 1.32676 -1.95260
C -4.57480 0.35524 -1.18192
F -4.28989 1.89925 -3.04066
H 0.09043 0.52390 -2.30024
H 0.57825 -0.35688 -0.76360
H -1.10482 -0.36484 -1.26642
H -1.15229 1.41338 1.36108
H -1.94291 4.19100 -2.09233
H 0.02121 3.59765 -1.77245
H -1.33840 2.29678 -2.63991
H -3.17000 1.95615 0.03837
H -3.81073 3.23080 -1.02223
H -2.82514 0.71728 -2.37638
H -5.16705 -0.27263 -1.85447
H -3.92749 -0.32048 -0.61092
H -5.19468 0.93547 -0.49472
C 2.97736 -0.87889 1.45947
O 2.13952 -1.78953 0.76625
C 2.86521 -2.68646 -0.05602
C 2.99985 -4.05115 0.59268
O 3.80818 -3.99943 1.76127
C 3.04337 -3.98645 2.95587
H 2.37697 -0.39071 2.22523
H 3.81780 -1.38687 1.94004
H 3.35319 -0.11563 0.77093
H 3.84873 -2.27732 -0.30511
H 2.30051 -2.79485 -0.98759
H 3.49573 -4.72782 -0.11077
H 2.01449 -4.46696 0.82180
H 2.64017 -4.98573 3.15284
H 2.22749 -3.26242 2.90874
H 3.70584 -3.71051 3.77581
C 0.26790 6.76618 -1.94968
O 1.53064 6.18308 -1.65856
C 2.58982 6.76878 -2.38753
C 3.37820 7.74058 -1.52963
O 2.59889 8.87273 -1.16946
C 2.08678 8.78200 0.14941
H -0.44405 6.42947 -1.19687
H 0.31551 7.85938 -1.92652
H -0.08051 6.43337 -2.93312
H 2.21749 7.26371 -3.29003
H 3.25549 5.95600 -2.69865
H 4.23342 8.11002 -2.10630
H 3.76492 7.23754 -0.63852
H 2.88481 8.96747 0.87760
H 1.63173 7.80824 0.34104
H 1.32285 9.55038 0.26414
C -6.78105 0.44698 -3.95170
O -7.15904 -0.90076 -3.68206
C -8.41446 -1.00091 -3.03312
C -9.51360 -1.39100 -4.00390
O -9.75552 -0.36954 -4.96129
C -9.14762 -0.63794 -6.21216
H -5.93866 0.43022 -4.63981
H -7.59975 1.00973 -4.40821
H -6.46364 0.94111 -3.03463
H -8.66373 -0.06637 -2.52253
H -8.32268 -1.78515 -2.27441
H -10.44405 -1.53220 -3.44442
H -9.27175 -2.33635 -4.49882
H -9.70755 -1.41468 -6.74506
H -8.10664 -0.94682 -6.09824
H -9.17518 0.27882 -6.79994
C 8.08776 -5.22893 6.34129
O 7.73175 -6.56764 6.64470
C 6.48557 -6.66457 7.31937
C 5.37126 -7.07804 6.37671
O 5.10969 -6.07395 5.40881
C 5.68952 -6.36070 4.14497
H 8.91839 -5.25535 5.63719
H 7.25956 -4.68307 5.88448
H 8.41295 -4.71032 7.24941
H 6.23876 -5.72185 7.81585
H 6.59722 -7.43265 8.09118
H 4.45310 -7.21248 6.95704
H 5.60694 -8.03099 5.89412
H 5.11463 -7.14294 3.63855
H 6.73256 -6.67166 4.23664
H 5.64835 -5.45398 3.54262
*
```

Summary:
Orbital gap ... 5.260 eV
HOMO energy ... -3.16 eV
LUMO level ... 2.1 eV

=====

ORCA calculation (the ωB97M-V functional and the def2-TZVPD basis) on a cluster of 6 separate species, C20H53ClN3O12 in total.

```
! RIJCOSX wB97M-V def2-TZVPD def2/J DEFGRID3
* xyz -1 1
Cl 25.02173 30.73273 33.17112
O 26.04837 30.06340 32.41025
O 25.57004 31.91394 33.81942
O 23.93072 31.09294 32.31961
O 24.56300 29.83832 34.20721
C 22.54537 22.61512 26.59215
O 21.68712 23.69745 26.87076
C 22.25114 25.00786 26.86547
C 22.33826 25.48708 28.30169
N 22.65441 26.87230 28.41277
C 22.71930 27.34983 29.80084
C 23.02681 28.82914 29.87632
O 21.92101 29.51678 29.26401
C 21.87882 30.88327 29.64095
H 22.97702 22.53607 25.58859
H 21.90726 21.73327 26.67371
H 23.32147 22.59526 27.36137
H 21.60045 25.61633 26.23738
H 23.26185 25.00286 26.44796
H 23.07692 24.84842 28.80452
H 21.41877 25.17878 28.83407
H 22.12138 27.54402 27.87958
H 23.55412 26.84040 30.28099
H 21.75724 27.11950 30.27050
H 23.92790 29.16707 29.36466
H 23.00136 29.11164 30.93426
H 22.76920 31.46040 29.37595
H 21.65747 30.88330 30.71059
H 21.06896 31.36911 29.09326
C 29.85776 34.34847 25.18583
O 28.79161 33.86483 25.95479
C 27.57126 34.11178 25.32224
C 26.38769 33.55012 26.09603
N 26.59985 33.67202 27.54495
C 25.65112 32.87745 28.36499
C 26.15487 32.59958 29.80609
O 27.52242 32.95232 29.92420
C 28.01520 32.71556 31.21820
H 29.75534 34.10926 24.12102
H 30.80696 33.94557 25.53739
H 29.94223 35.44023 25.28495
H 27.53399 33.70185 24.30350
H 27.41079 35.19305 25.18686
H 26.29420 32.48019 25.89676
H 25.45354 34.03695 25.79864
H 26.29448 34.59855 27.83456
H 25.41084 31.92993 27.87869
H 24.69829 33.40679 28.49642
H 26.10717 31.51966 29.97257
H 25.56870 33.16270 30.53619
H 27.82816 31.66961 31.49992
H 27.41406 33.24253 31.97874
H 29.05153 33.01566 31.33696
C 29.68010 30.76948 35.99025
O 30.06995 29.87285 35.00930
C 29.53482 30.08408 33.71831
C 30.25388 29.28670 32.63092
N 31.46943 29.93302 32.12684
C 32.39517 30.38421 33.20265
C 33.78187 30.45818 32.61473
O 34.10701 29.29319 31.87106
C 35.31113 29.35718 31.15299
H 28.61197 30.72518 36.23658
H 29.88569 31.81596 35.72657
H 30.22518 30.54987 36.90749
H 29.61127 31.17353 33.55999
H 28.47139 29.81169 33.75800
H 29.57101 29.18214 31.79145
H 30.49139 28.33729 33.13658
H 32.01330 29.26326 31.59732
H 32.27776 29.62709 33.98914
H 32.09056 31.34795 33.60812
H 34.59318 30.63703 33.32876
H 33.75619 31.27641 31.87840
H 35.50301 28.37120 30.73161
H 36.10811 29.57118 31.87350
H 35.25210 30.05901 30.31664
C 24.96231 30.79307 37.53445
O 23.89602 31.66889 37.22997
H 25.67951 31.01879 36.73528
H 25.51634 30.88108 38.47284
H 24.75927 29.71534 37.54640
H 23.59372 31.44309 36.34353
C 26.10150 26.80882 31.01471
O 27.25307 27.63441 31.14090
H 26.26488 25.76260 31.28290
H 25.35733 27.15304 31.73822
H 25.70730 26.90655 30.00455
H 26.97307 28.27649 31.80265
*
```

Summary:
Orbital gap ... 8.946 eV
HOMO energy ... -6.41 eV
LUMO level ... 2.5 eV

=====

ORCA calculation (the ωB97M-V functional and the def2-TZVPD basis) on a cluster of 6 separate species, C20H53F3N4O7 in total.

```
! RIJCOSX wB97M-V def2-TZVPD def2/J DEFGRID3
* xyz 0 1
O 15.49773 11.64990 21.23177
H 14.81204 11.11140 20.72149
H 15.08321 12.54946 21.48660
H 15.86263 11.14234 22.00247
C 14.47535 14.38312 22.81900
O 15.77114 13.99722 23.31648
O 14.33472 13.92832 21.59983
C 13.44879 13.85485 23.82625
F 12.19344 13.85923 23.34285
F 13.69572 12.57113 24.17530
F 13.40451 14.56199 24.97325
C 16.52678 14.83075 24.17707
C 18.00129 14.60807 23.87626
H 18.07352 14.37324 22.81604
H 18.58412 15.50209 24.10142
H 18.40691 13.80485 24.49111
H 16.24738 14.50799 25.19046
H 16.25233 15.89240 24.16056
H 14.46468 15.49047 22.83936
C 11.91492 14.64030 16.80563
C 13.02184 14.80767 17.82159
C 12.64528 15.87589 18.85909
O 12.82272 17.15029 18.23830
C 12.35143 18.21815 19.00401
N 13.11541 13.54097 18.54836
H 11.53776 15.59425 16.42022
H 10.99934 14.22909 17.24606
H 12.16024 14.03534 15.93330
H 13.97992 15.06770 17.37320
H 13.22931 15.77089 19.77504
H 11.55709 15.78747 18.99183
H 11.24949 18.18783 19.07447
H 12.55949 19.16316 18.50387
H 12.71809 18.22878 20.03654
H 13.74681 13.55907 19.34709
H 12.23131 13.25908 18.95541
C 16.63450 7.57746 19.42958
C 17.78819 8.56747 19.53232
C 18.83065 8.28167 18.46234
O 19.78310 9.30400 18.41851
C 20.81965 9.05066 17.49680
N 17.21356 9.91446 19.36665
H 15.90544 7.84249 18.66304
H 16.09188 7.40498 20.36129
H 17.03714 6.58419 19.20022
H 18.23050 8.45736 20.52712
H 18.29240 8.24151 17.49819
H 19.24584 7.27579 18.61859
H 20.46439 9.31529 16.49602
H 21.16850 8.01422 17.51776
H 21.67978 9.66893 17.74700
H 17.91040 10.63954 19.25344
H 16.68741 9.82970 18.50214
C 12.79930 8.51644 21.61034
C 12.99503 8.93122 20.16619
C 11.68836 8.73716 19.40245
O 11.94631 8.96138 18.03444
C 10.79378 8.80741 17.23810
N 13.44950 10.33619 20.06286
H 12.27956 9.26520 22.21640
H 13.74713 8.44361 22.14936
H 12.28161 7.56066 21.67758
H 13.77651 8.33181 19.69560
H 10.97160 9.44219 19.85296
H 11.29383 7.72361 19.53767
H 10.01714 8.15587 17.65066
H 11.13186 8.44970 16.26700
H 10.25232 9.74748 17.06683
H 13.67867 10.49770 19.07995
H 12.60549 10.90438 20.15347
C 16.29577 10.59900 25.09769
C 17.02083 9.62822 24.16549
C 17.03525 8.23003 24.79467
O 15.73383 7.69937 24.78077
C 15.55512 6.58010 25.66001
N 16.08855 9.59493 22.99768
H 16.85345 10.77909 26.02827
H 15.33319 10.20389 25.42044
H 16.21841 11.62757 24.74143
H 17.98025 10.04002 23.86523
H 17.47459 8.26353 25.79824
H 17.62753 7.56342 24.14774
H 14.51248 6.29209 25.61241
H 15.85228 6.96548 26.63823
H 16.23290 5.79033 25.32716
H 15.20212 9.38440 23.44176
H 16.29529 8.85935 22.32853
*
```

Summary:
Orbital gap ... 8.573 eV
HOMO energy ... -8.08 eV
LUMO level ... 0.5 eV